(1)
22
Properties=species:S:1:pos:R:3:nbo_charge:R:1 method="wB97M-V/def2-TZVPD" spin_multiplicity=1 total_energy_ha=-587.13556 smiles="C/[NH+]=c1/c([N+](=O)[O-])cccn1C" e_lumo_ev=-4.894 charge=+1 de_lowest_ev=3.005
C 0.7272 -2.5247 0.1528 -0.2792
C 1.8218 -1.6500 0.0870 -0.0625
C -0.5289 -2.0119 0.0527 0.1071
C 1.6258 -0.3039 0.0073 -0.0349
C 0.1612 0.2610 -0.0172 0.5184
C -2.2001 -0.3466 -0.3153 -0.4176
C -1.1634 2.4038 0.2053 -0.4286
N -0.8042 -0.6896 -0.0875 -0.3440
N 0.0014 1.5597 0.0409 -0.5340
N 2.7692 0.5681 -0.0494 0.5304
O 3.8460 0.0403 -0.0695 -0.3049
O 2.5764 1.7727 -0.0706 -0.3909
H 0.8762 -3.5853 0.2530 0.2646
H 2.8354 -2.0283 0.1056 0.2794
H -1.3899 -2.6629 0.0668 0.2410
H -2.2818 0.4860 -1.0039 0.2341
H -2.7080 -1.1960 -0.7676 0.2419
H -2.7009 -0.1112 0.6229 0.2310
H -1.7272 2.5156 -0.7210 0.2192
H -1.8194 2.0397 0.9942 0.2190
H -0.8187 3.3946 0.4931 0.2471
H 0.9019 2.0687 0.0206 0.4632



(2)
67
Properties=species:S:1:pos:R:3:nbo_charge:R:1 method="wB97M-V/def2-TZVPD" spin_multiplicity=1 total_energy_ha=-3333.40526 e_lumo_ev=0.527
N -4.4506 -2.6142 -1.8883 -0.4976
O -3.3792 -1.6934 -1.6303 -0.3874
C -3.2698 -1.4159 -0.3420 0.9817
O -3.8428 -1.9400 0.5489 -0.5795
O -2.3852 -0.4002 -0.1622 -0.5278
C -1.0565 -0.7513 -0.4378 0.2126
C -0.4306 -0.2787 -1.5776 -0.1981
C 0.8952 -0.6423 -1.7411 -0.2564
C 1.5402 -1.4382 -0.8019 0.0410
N 0.9196 -1.9103 0.2846 -0.4130
C -0.3544 -1.5561 0.4415 -0.0256
H -4.1171 -3.5226 -1.5829 0.3494
H -4.5320 -2.6045 -2.8982 0.3766
H -0.9520 0.3425 -2.2867 0.2337
H 1.4453 -0.2888 -2.6029 0.2459
H 2.5798 -1.6918 -0.9265 0.2319
H -0.8764 -1.9277 1.3163 0.1994
C -8.8623 -2.5433 -3.2590 -0.8322
S -7.6677 -2.5162 -4.5998 1.2597
O -6.4541 -3.2138 -4.1015 -1.0031
C -7.3268 -0.7543 -4.5096 -0.8336
H -9.1760 -3.5745 -3.1136 0.2417
H -8.3955 -2.1676 -2.3485 0.2385
H -9.7236 -1.9329 -3.5305 0.2264
H -6.9699 -0.5034 -3.5104 0.2369
H -8.2342 -0.1979 -4.7440 0.2280
H -6.5582 -0.5253 -5.2446 0.2397
C 5.5127 -2.4872 2.9914 -0.8330
S 3.8900 -2.4484 2.2267 1.2616
O 4.1162 -2.3609 0.7577 -1.0034
C 3.4397 -0.8072 2.7920 -0.8366
H 5.9826 -3.4305 2.7180 0.2283
H 6.1101 -1.6540 2.6226 0.2279
H 5.4041 -2.4216 4.0723 0.2426
H 4.1729 -0.0833 2.4374 0.2269
H 3.3939 -0.7940 3.8777 0.2436
H 2.4604 -0.5814 2.3718 0.2399
C 5.2867 -0.1428 7.9586 -0.8312
S 5.1550 0.7444 6.4023 1.2584
O 5.2539 -0.2693 5.3172 -1.0002
C 6.7562 1.5510 6.5063 -0.8307
H 4.3940 -0.7543 8.0702 0.2425
H 6.1710 -0.7798 7.9417 0.2320
H 5.3451 0.5727 8.7786 0.2287
H 7.5394 0.7975 6.5884 0.2323
H 6.7702 2.2152 7.3702 0.2285
H 6.8966 2.1309 5.5968 0.2434
C -1.7344 4.7207 1.6287 -0.8311
S -1.3565 3.0853 0.9806 1.2566
O -1.5027 3.1575 -0.4964 -0.9881
C -2.8339 2.2998 1.6315 -0.8398
H -0.9470 5.3992 1.3074 0.2362
H -2.6939 5.0560 1.2348 0.2276
H -1.7610 4.6799 2.7176 0.2245
H -3.7165 2.8054 1.2383 0.2250
H -2.8163 2.3507 2.7206 0.2230
H -2.8296 1.2619 1.3129 0.2645
C 2.4185 3.0934 -5.3731 -0.8295
S 1.6689 1.6208 -4.6698 1.2595
O 2.7610 0.8654 -4.0044 -0.9841
C 1.3566 0.8037 -6.2401 -0.8327
H 2.7306 3.7327 -4.5504 0.2431
H 3.2847 2.8100 -5.9708 0.2305
H 1.6838 3.6162 -5.9852 0.2262
H 2.2954 0.6792 -6.7797 0.2308
H 0.6543 1.3986 -6.8243 0.2257
H 0.9219 -0.1706 -6.0273 0.2418



(3)
81
Properties=species:S:1:pos:R:3:lowdin_charge:R:1 method="wB97M-V/def2-TZVPD" spin_multiplicity=1 total_energy_ha=-6025.13466 e_lumo_ev=-0.879 de_lowest_ev=4.725
Ga -1.2581 -0.6318 -0.1427 0.2613
C -5.7926 4.8090 2.3500 -0.0483
C -4.8162 3.6661 2.3614 -0.2642
C -3.5634 3.7887 1.7764 -0.0203
C -2.6643 2.7298 1.7639 -0.0306
C -3.0397 1.5353 2.3524 -0.2753
C -4.2924 1.3781 2.9387 -0.0473
C -5.1681 2.4450 2.9404 -0.0333
S -1.9610 0.1500 2.3898 0.6558
O -2.6418 -0.9100 1.5949 -0.3533
O -1.6266 -0.1823 3.7455 -0.2537
N -0.7822 0.5729 1.4122 -0.1325
C 0.6164 0.1420 1.4803 -0.4010
C 1.5800 1.2265 1.9630 -0.2685
C 3.0158 0.7787 2.0250 -0.0423
C 3.6937 0.0608 1.1345 -0.0250
C 3.3606 -0.5283 -0.2252 -0.3257
C 3.8986 -1.9523 -0.2475 -0.0482
C 3.3879 -2.8726 -1.1028 -0.1372
C 2.1881 -2.6227 -1.8204 -0.2226
N 1.4359 -1.5932 -1.4267 0.0685
C 1.8962 -0.7441 -0.5429 -0.3214
H -5.2923 5.7545 2.1468 0.0761
H -6.3116 4.8931 3.3048 0.0796
H -6.5502 4.6611 1.5777 0.0862
H -3.2799 4.7246 1.3108 0.1179
H -1.7034 2.8174 1.2739 0.0975
H -4.5769 0.4333 3.3831 0.1213
H -6.1446 2.3318 3.3958 0.1166
H 1.2567 1.6386 2.9200 0.1608
H 3.5533 1.1050 2.9093 0.1157
H 4.7396 -0.1025 1.3849 0.1282
H 4.7636 -2.1752 0.3668 0.0970
H 3.8703 -3.8405 -1.1916 0.0951
H 1.7699 -3.3230 -2.5308 0.0786
C 5.7959 2.8572 -4.3725 -0.0582
C 5.1851 2.0039 -3.2948 -0.2849
C 4.9514 2.5035 -2.0230 -0.0441
C 4.3901 1.7081 -1.0294 -0.0568
C 4.0490 0.3839 -1.2749 -0.1484
C 4.2960 -0.1225 -2.5536 -0.0073
C 4.8429 0.6750 -3.5418 -0.0349
S 1.0749 1.8147 -0.5133 1.0459
O -0.2028 2.4279 -0.8104 -0.4601
O 1.4212 2.2965 1.0169 -0.2619
N 0.8671 0.1135 -0.0005 -0.1580
C 0.7869 -1.1942 2.1760 -0.0738
C 1.3668 -1.2732 3.4115 0.0102
C 1.5680 -2.4980 4.0770 -0.0276
C 1.2336 -3.6614 3.4565 -0.0067
C 0.6092 -3.6289 2.1886 -0.1223
C 0.3227 -4.8138 1.4750 0.0234
C -0.2163 -4.7392 0.2290 -0.0138
C -0.5840 -3.4743 -0.2561 -0.1278
N -0.4225 -2.3621 0.4268 0.0742
C 0.3025 -2.3920 1.5956 -0.1057
H 5.8602 3.8990 -4.0593 0.0705
H 5.2055 2.8182 -5.2890 0.0776
H 6.8047 2.5209 -4.6210 0.0792
H 5.2089 3.5324 -1.7983 0.1074
H 4.2041 2.1443 -0.0560 0.1009
H 4.0479 -1.1512 -2.7717 0.0980
H 5.0111 0.2556 -4.5277 0.1121
H 1.7083 -0.3733 3.9001 0.1221
H 2.0210 -2.5054 5.0582 0.1136
H 1.4341 -4.6216 3.9141 0.1195
H 0.5777 -5.7678 1.9200 0.1262
H -0.3938 -5.6099 -0.3834 0.1167
H -1.0444 -3.3938 -1.2286 0.0915
Cl -3.4229 -2.4539 -0.9274 0.8064
C -4.1356 -1.4791 -2.1781 -0.6079
C -5.2417 -2.0110 -2.8177 -0.1119
C -5.8561 -1.2796 -3.8182 -0.0779
C -5.3508 -0.0368 -4.1576 -0.1130
C -4.2407 0.4657 -3.5035 -0.6754
Cl -3.6716 2.0317 -3.9923 0.6848
C -3.5833 -0.2361 -2.4810 -0.6230
S -2.2000 0.5659 -1.7474 0.7975
H -5.6071 -2.9850 -2.5273 0.1046
H -6.7225 -1.6761 -4.3287 0.1086
H -5.8120 0.5586 -4.9325 0.1051



(4)
11
Properties=species:S:1:pos:R:3:nbo_charge:R:1 method="wB97M-V/def2-TZVPD" spin_multiplicity=1 total_energy_ha=-528.25140 smiles="C=C=C=O.CI" e_lumo_ev=-0.858 de_lowest_ev=1.962
C 2.4987 1.9324 -0.2782 -0.2198
C 1.8188 1.0581 0.4275 -0.3550
C 1.1710 0.0872 0.9161 0.6513
C -2.1913 -1.5703 -0.2805 -0.7282
O 0.5600 -0.7483 1.4694 -0.4740
I -3.4922 0.1288 -0.2136 0.0506
H 2.7808 2.8910 0.1336 0.2004
H 2.8086 1.7341 -1.2977 0.1979
H -1.4887 -1.4915 0.5390 0.2361
H -2.7920 -2.4655 -0.1847 0.2214
H -1.6736 -1.5559 -1.2310 0.2193



(5)
34
Properties=species:S:1:pos:R:3:nbo_charge:R:1 method="wB97M-V/def2-TZVPD" spin_multiplicity=1 total_energy_ha=-1150.52680 smiles="CC(C)C[C@H]1C(=O)NC[C@]1(Cl)c1ccncc1" e_lumo_ev=0.459 de_lowest_ev=0.921
C 2.2560 -1.0116 1.7287 -0.6111
C 2.8493 -0.3831 0.4687 -0.2168
C 3.2530 -1.4718 -0.5428 -0.6058
C 1.9715 0.7572 -0.1178 -0.3847
C 0.4650 0.7547 0.2046 -0.3764
C -0.0045 2.2220 0.2729 0.7063
O 0.1609 2.9618 1.2084 -0.5661
N -0.6646 2.5734 -0.9165 -0.6379
C -0.7056 1.3908 -1.7901 -0.2496
C -0.5189 0.1982 -0.8456 0.0145
Cl 0.2162 -1.1799 -1.7758 -0.0572
C -1.8376 -0.2720 -0.2526 -0.0144
C -2.6776 -1.1453 -0.9409 -0.2547
C -3.8872 -1.5134 -0.3702 0.0432
N -4.3193 -1.0741 0.8087 -0.4077
C -3.5312 -0.2237 1.4541 0.0456
C -2.2977 0.2066 0.9752 -0.2682
H 1.3948 -1.6443 1.4952 0.2028
H 3.0027 -1.6279 2.2365 0.2173
H 1.9337 -0.2494 2.4447 0.2081
H 3.7836 0.0968 0.7804 0.2017
H 4.2691 -1.8210 -0.3403 0.2086
H 3.2141 -1.1119 -1.5720 0.2086
H 2.5886 -2.3381 -0.4791 0.2070
H 2.3644 1.7002 0.2708 0.2288
H 2.1035 0.7928 -1.2039 0.2148
H 0.2418 0.3717 1.1973 0.2547
H -1.5856 2.9398 -0.7026 0.4010
H -1.6215 1.3824 -2.3797 0.2217
H 0.1297 1.4285 -2.4930 0.2110
H -2.4018 -1.5508 -1.9066 0.2345
H -4.5360 -2.2079 -0.8951 0.1960
H -3.8881 0.1415 2.4123 0.1973
H -1.7208 0.9080 1.5659 0.2274